A single C4H9NO molecule, computed with the ωB97M-V functional and the def2-TZVPD basis.

Summary:
frontier orbital gap	8.60	eV
energy relative to the best compared isomer or geometry (same formula, charge and spin)	5.5450	eV
energy	-287.62868	Ha

```
15
Properties=species:S:1:pos:R:3:mulliken_charge:R:1
C 0.2831 0.3777 1.6082 -1.380
C -0.1301 0.4442 0.1435 0.472
C 1.0015 0.8602 -0.7861 -1.369
N -0.6669 -0.8669 -0.2929 0.188
C -1.2794 -0.9949 -1.6509 -0.489
O -2.0609 -0.9808 -0.3658 -0.389
H 0.6192 1.3636 1.9433 0.373
H 1.1219 -0.3167 1.7509 0.369
H -0.5465 0.0653 2.2506 0.367
H -0.9808 1.1168 0.0116 0.227
H 0.6609 0.7738 -1.8212 0.422
H 1.8941 0.2390 -0.6443 0.333
H 1.2778 1.9000 -0.5852 0.375
H -0.3015 -1.6690 0.2180 0.370
H -1.1616 -2.0783 -1.8696 0.129
```

=====

A single C4H9NO molecule at a distorted geometry, computed with the ωB97M-V functional and the def2-TZVPD basis.

Summary:
frontier orbital gap (alpha / beta)	6.29 / 7.92	eV
<S²>	2.008
spin multiplicity	3
energy relative to the best compared isomer or geometry (same formula, charge and spin)	0.0000	eV
energy	-287.62085	Ha

```
15
Properties=species:S:1:pos:R:3:mulliken_charge:R:1
C 0.6385 -0.1451 0.2310 0.151
C -1.4886 -0.3706 -1.4227 -1.259
C 0.2544 -0.4629 1.6858 -0.995
C -0.5409 0.5892 -0.7233 0.346
N 1.8537 0.5775 0.2796 -0.661
O -0.4223 1.7611 -1.0243 -0.460
H 0.7086 -1.0036 -0.4469 0.311
H -1.9576 0.2103 -2.1483 0.400
H -1.0620 -1.2416 -1.8194 0.377
H -2.2207 -0.6289 -0.6869 0.269
H 0.9095 -1.3243 1.9455 0.258
H 0.3797 0.5299 2.0567 0.396
H -0.8164 -0.8733 1.8366 0.272
H 2.0131 1.0002 -0.7506 0.310
H 1.7510 1.3822 0.9872 0.286
```

=====

A gas-phase ion, C4H9NO (charge +1) at a distorted geometry, computed with the ωB97M-V functional and the def2-TZVPD basis.

Summary:
frontier orbital gap (alpha / beta)	10.51 / 6.40	eV
<S²>	0.756
spin multiplicity	2
energy relative to the best compared isomer or geometry (same formula, charge and spin)	2.8378	eV
total charge	+1
energy	-287.39649	Ha

```
15
Properties=species:S:1:pos:R:3:mulliken_charge:R:1
C -0.5120 -1.0974 -1.3505 -0.659
N -0.1851 -1.1718 0.1331 -0.016
C 1.4695 0.7222 0.3502 -1.267
C 0.2102 0.0516 0.8093 0.273
C -1.0075 0.9720 0.7205 0.065
O -0.9269 2.2334 1.1142 -0.359
H -0.2366 -2.0303 -1.8636 0.332
H -1.5848 -0.8579 -1.5537 0.331
H 0.1122 -0.3257 -1.8635 0.315
H -1.0372 -1.6112 0.6474 0.380
H 1.5980 1.8209 0.5892 0.365
H 2.4255 0.1431 0.4832 0.324
H 1.3009 0.8188 -0.7365 0.310
H 0.3822 -0.1458 1.8038 0.331
H -2.0083 0.4782 0.7171 0.275
```

=====

A single C4H9NO2 molecule at a distorted geometry, computed with the ωB97M-V functional and the def2-TZVPD basis.

Summary:
frontier orbital gap	10.75	eV
energy relative to the best compared isomer or geometry (same formula, charge and spin)	2.1463	eV
energy	-363.00666	Ha
SMILES	CNC(=O)CCO

```
16
Properties=species:S:1:pos:R:3:mulliken_charge:R:1
C 0.1253 -1.3245 -0.2894 -0.606
C 0.0225 -1.9727 1.1248 -0.375
O -1.0362 -1.3998 1.8906 -0.563
C -0.2948 0.1895 -0.3252 0.600
N 0.7484 1.0852 -0.6716 -0.323
C 0.2677 2.4190 -1.0975 -0.899
O -1.4335 0.4671 -0.0864 -0.582
H 1.1307 -1.6233 -0.5964 0.292
H -0.6262 -1.8186 -0.9037 0.289
H 0.9298 -1.9449 1.7248 0.283
H -0.2408 -3.0418 1.1103 0.234
H -1.6717 -0.8562 1.4184 0.362
H 1.3162 1.2766 0.1487 0.289
H 0.0558 2.4208 -2.1570 0.298
H -0.3487 2.9499 -0.3311 0.327
H 1.0555 3.1736 -0.9593 0.373
```

=====

A single C4H9NO2 molecule at a distorted geometry, computed with the ωB97M-V functional and the def2-TZVPD basis.

Summary:
frontier orbital gap	8.60	eV
energy relative to the best compared isomer or geometry (same formula, charge and spin)	3.7414	eV
energy	-362.94804	Ha

```
16
Properties=species:S:1:pos:R:3:mulliken_charge:R:1
C 1.7477 0.8062 -0.1857 -1.285
N 0.3601 -1.8055 -0.0032 -0.641
C -0.2107 -0.6353 0.6054 -0.440
C 0.5613 0.5914 0.6847 0.379
H 0.7540 -1.6067 -0.9164 0.254
H -0.3594 -2.5075 -0.1358 0.277
H -0.7504 -0.8867 1.5148 0.371
H 0.5206 1.1673 1.5992 0.380
H 2.1127 1.8282 -0.1219 0.346
H 2.5410 0.1183 0.1271 0.342
H 1.5149 0.5774 -1.2279 0.329
C -1.2686 0.3017 -0.4029 0.253
O -2.5895 -0.0897 -0.3082 -0.499
O -0.9721 1.5370 0.0025 -0.650
H -3.0594 0.6073 0.1712 0.337
H -0.9023 -0.0035 -1.4029 0.247
```

=====

A single C4H9NO2 molecule at a distorted geometry, computed with the ωB97M-V functional and the def2-TZVPD basis.

Summary:
frontier orbital gap	10.36	eV
energy relative to the best compared isomer or geometry (same formula, charge and spin)	2.1213	eV
energy	-363.00758	Ha
SMILES	CC(=O)NCCO

```
16
Properties=species:S:1:pos:R:3:mulliken_charge:R:1
C 0.9982 0.9835 1.7416 -0.846
C -0.5177 0.8062 1.3957 0.524
N -0.6792 0.8752 0.0593 -0.152
C 0.1175 0.1965 -0.9958 -0.702
C -0.4930 -1.1798 -1.2124 -0.379
O 0.3684 -1.8382 -2.1237 -0.532
O -1.4517 0.7783 2.2537 -0.653
H 1.1741 0.0687 2.3763 0.244
H 1.7508 1.1306 0.9233 0.309
H 1.0284 1.7771 2.5230 0.312
H -1.6240 0.9773 -0.1818 0.262
H 0.2082 0.6727 -1.9036 0.416
H 1.1274 0.2409 -0.6656 0.201
H -1.4483 -0.9972 -1.4841 0.401
H -0.4770 -1.7546 -0.2719 0.273
H -0.0821 -2.7371 -2.4342 0.323
```

=====

A single C4H9NO2 molecule, computed with the ωB97M-V functional and the def2-TZVPD basis.

Summary:
frontier orbital gap	10.49	eV
energy relative to the best compared isomer or geometry (same formula, charge and spin)	3.3716	eV
energy	-362.96163	Ha
SMILES	COC/C(C)=N\O

```
16
Properties=species:S:1:pos:R:3:mulliken_charge:R:1
C 1.8592 0.5135 -0.4038 -0.614
O 1.4617 -0.3566 0.6443 -0.388
C 0.2263 0.0030 1.2254 -0.714
C -0.8326 -0.2315 0.1761 0.909
N -1.2665 0.6581 -0.6307 -0.564
O -0.7963 1.9329 -0.3062 -0.359
C -1.3002 -1.6401 -0.0548 -1.113
H 2.9512 0.5052 -0.4102 0.275
H 1.4835 0.1947 -1.3894 0.229
H 1.4822 1.5261 -0.2317 0.294
H 0.2399 1.0336 1.6033 0.384
H 0.0819 -0.6695 2.0753 0.366
H -1.3298 2.4968 -0.8761 0.364
H -2.3370 -1.7155 0.2888 0.300
H -0.6922 -2.3622 0.5005 0.325
H -1.2614 -1.8814 -1.1202 0.307
```

=====

A single C4H9NO2 molecule, computed with the ωB97M-V functional and the def2-TZVPD basis.

Summary:
frontier orbital gap	10.35	eV
energy relative to the best compared isomer or geometry (same formula, charge and spin)	2.4271	eV
energy	-362.99634	Ha
SMILES	C/N=C\OCCO

```
16
Properties=species:S:1:pos:R:3:mulliken_charge:R:1
C 1.5644 -0.2138 -1.3195 -0.632
N 1.9828 0.1730 0.0106 -0.445
C 1.3275 0.6499 0.9726 0.102
O 0.0285 0.9725 1.2213 -0.387
C -1.0573 0.8399 0.3063 -0.416
C -1.7487 -0.5081 0.4527 -0.430
O -1.0654 -1.5845 -0.1533 -0.534
H 2.0675 -1.1546 -1.5675 0.249
H 0.4944 -0.3639 -1.4852 0.244
H 1.9432 0.5341 -2.0250 0.273
H 1.8732 0.9001 1.8849 0.372
H -1.7599 1.6287 0.5960 0.339
H -0.7447 1.0285 -0.7243 0.313
H -1.9245 -0.6936 1.5233 0.293
H -2.7265 -0.4555 -0.0370 0.333
H -0.2545 -1.7528 0.3441 0.325
```